A structure of composition C44H36AsCrN4O2P, computed with ωB97M-V with the def2-TZVPD basis set.

CARTESIAN COORDINATES (ANGSTROEM)
1 Cr -1.0840 1.6840 -0.1904
2 O 1.2052 4.3129 1.8154
3 C 1.0012 3.5207 0.9252
4 N -0.0860 3.3557 0.1265
5 C -0.9336 4.5179 -0.0759
6 C -0.4575 5.8164 -0.1021
7 C -1.3297 6.8611 -0.3694
8 C -2.6721 6.6032 -0.6059
9 C -3.1565 5.3027 -0.5939
10 C -2.2777 4.2587 -0.3342
11 N -2.5949 2.8784 -0.2940
12 C -3.8504 2.3732 -0.2720
13 O -4.9185 2.9450 -0.3394
14 C -3.8231 0.8618 -0.1040
15 C -4.9913 0.1404 0.0041
16 C -4.9116 -1.2329 0.1609
17 C -3.6630 -1.8376 0.1955
18 C -2.5379 -1.0465 0.0809
19 N -2.6107 0.2835 -0.0615
20 C 2.2507 2.7664 0.4125
21 C 3.4037 3.5200 0.2921
22 C 4.4909 3.0166 -0.4006
23 C 4.4079 1.7629 -0.9876
24 C 3.2720 1.0206 -0.7826
25 N 2.2448 1.5022 -0.0585
26 H 0.5869 6.0202 0.0953
27 H -0.9578 7.8772 -0.3893
28 H -3.3531 7.4206 -0.8046
29 H -4.1976 5.0935 -0.7822
30 H -5.9284 0.6788 -0.0437
31 H -5.8122 -1.8282 0.2495
32 H -3.5523 -2.9073 0.3005
33 H -1.5527 -1.4904 0.0694
34 H 3.3949 4.5087 0.7272
35 H 5.3924 3.6083 -0.5041
36 H 5.2123 1.3527 -1.5816
37 H 3.1426 0.0336 -1.1903
38 C 1.1398 -1.2271 -0.1144
39 C 2.4663 -1.9773 0.0142
40 As 2.2906 -3.9502 0.2725
41 C 1.2551 -4.4158 -1.3078
42 C 0.6339 -5.6660 -1.2931
43 C -0.0848 -6.1122 -2.3929
44 C -0.1732 -5.3228 -3.5326
45 C 0.4730 -4.0963 -3.5715
46 C 1.1857 -3.6459 -2.4655
47 C 0.8847 -3.8237 1.6294
48 C 1.3004 -3.4213 2.8993
49 C 0.3872 -3.2904 3.9362
50 C -0.9546 -3.5798 3.7197
51 C -1.3741 -3.9956 2.4646
52 C -0.4616 -4.1122 1.4189
53 P 0.8605 0.4677 0.4545
54 C -0.5378 1.1991 -2.0880
55 C -1.1650 0.1740 -2.8108
56 C -0.7183 -0.2092 -4.0714
57 C 0.3773 0.4186 -4.6485
58 C 1.0035 1.4539 -3.9665
59 C 0.5509 1.8382 -2.7070
60 C 1.1604 0.4385 2.2339
61 C 0.0354 0.4982 3.0551
62 C 0.1763 0.4527 4.4357
63 C 1.4413 0.3599 4.9960
64 C 2.5686 0.3046 4.1823
65 C 2.4308 0.3417 2.8053
66 H 0.4209 -1.6997 0.5670
67 H 0.7044 -1.2957 -1.1128
68 H 3.0317 -1.6534 0.8897
69 H 3.1090 -1.8503 -0.8553
70 H 0.7091 -6.2999 -0.4166
71 H -0.5638 -7.0827 -2.3652
72 H -0.7286 -5.6721 -4.3935
73 H 0.4321 -3.4861 -4.4645
74 H 1.7104 -2.7017 -2.5423
75 H 2.3497 -3.2181 3.0888
76 H 0.7255 -2.9809 4.9168
77 H -1.6659 -3.4993 4.5321
78 H -2.4155 -4.2456 2.3004
79 H -0.8044 -4.4350 0.4428
80 H -2.0326 -0.3320 -2.4075
81 H -1.2378 -0.9952 -4.6077
82 H 0.7213 0.1241 -5.6320
83 H 1.8312 1.9828 -4.4264
84 H 1.0259 2.6843 -2.2223
85 H -0.9566 0.5905 2.6250
86 H -0.6990 0.5077 5.0701
87 H 1.5542 0.3429 6.0730
88 H 3.5543 0.2416 4.6245
89 H 3.3186 0.3180 2.1813

Output
⟨S²⟩: 3.819
HOMO-LUMO gap (alpha / beta): 6.13 / 6.16 eV
Energy relative to the best compared isomer or geometry (same formula, charge and spin): 22.5 kcal/mol
Net charge: +1
LUMO (alpha / beta): -3.803 / -3.851 eV
E_HOMO (alpha / beta): -9.931 / -10.006 eV
Spin multiplicity: 4

---

A structure of composition C44H36BrF9N8OTi at a distorted geometry, computed with ωB97M-V with the def2-TZVPD basis set.

CARTESIAN COORDINATES (ANGSTROEM)
1 Ti 0.2668 -0.6302 -0.0979
2 C -1.6344 2.0898 6.2053
3 C -1.4217 1.8692 4.7373
4 C -1.0410 2.8992 3.8800
5 C -0.7742 2.6644 2.5528
6 C -0.8228 1.3716 1.9781
7 N -0.4427 1.1002 0.6900
8 C 0.1036 2.1764 -0.0320
9 C 1.1482 2.9894 0.4359
10 C 1.6171 4.0658 -0.2922
11 C 1.0370 4.4313 -1.5032
12 C 1.4752 5.6290 -2.2931
13 C 0.0188 3.6276 -1.9916
14 C -0.4339 2.5230 -1.2819
15 N -1.3975 1.7036 -1.9073
16 C -2.4550 2.1402 -2.6200
17 C -2.9214 1.0736 -3.3536
18 C -2.0562 0.0255 -3.0259
19 N -1.1539 0.4095 -2.1328
20 C -1.4025 0.3875 2.8132
21 C -1.6427 0.6326 4.1618
22 N -1.8166 -0.8634 2.3238
23 C -2.9098 -1.5108 2.7726
24 C -2.9270 -2.7490 2.1740
25 C -1.7938 -2.7594 1.3655
26 N -1.1394 -1.6038 1.4439
27 H -1.1542 3.0104 6.5286
28 H -2.6994 2.1585 6.4368
29 H -1.2199 1.2612 6.7782
30 H -0.9540 3.9054 4.2682
31 H -0.5176 3.5014 1.9228
32 H 1.6020 2.7510 1.3868
33 H 2.4526 4.6351 0.0882
34 H 2.3489 6.1038 -1.8548
35 H 1.7177 5.3352 -3.3134
36 H 0.6705 6.3636 -2.3449
37 H -0.4213 3.8480 -2.9545
38 H -2.8014 3.1510 -2.5533
39 H -3.7623 1.0436 -4.0151
40 H -2.0512 -0.9646 -3.4390
41 H -1.9985 -0.1821 4.7748
42 H -3.6035 -1.0608 3.4519
43 H -3.6549 -3.5244 2.2874
44 H -1.4364 -3.5680 0.7578
45 Br -7.8471 -0.1438 -0.4193
46 C -6.0412 -0.6926 -0.6648
47 C -5.7743 -1.8155 -1.4320
48 C -4.4733 -2.2322 -1.6057
49 C -3.4072 -1.5360 -1.0134
50 C -3.7087 -0.3795 -0.2745
51 C -5.0091 0.0346 -0.0885
52 N -2.0746 -1.8784 -1.1079
53 C -1.6761 -2.9760 -1.6635
54 C -0.2821 -3.2968 -1.7583
55 C 0.1088 -4.5214 -2.3380
56 C 1.4439 -4.8321 -2.4401
57 C 2.3760 -3.8970 -1.9932
58 C 1.9177 -2.7126 -1.4420
59 N 0.6288 -2.4086 -1.3008
60 H -6.5845 -2.3590 -1.8934
61 H -4.2924 -3.1020 -2.2199
62 H -2.8890 0.1960 0.1415
63 H -5.2225 0.9180 0.4948
64 H -2.3583 -3.7270 -2.0757
65 H -0.6453 -5.2096 -2.6917
66 H 1.7689 -5.7727 -2.8586
67 H 3.4341 -4.0790 -2.0768
68 H 2.6226 -1.9567 -1.1097
69 F 0.2169 -2.7928 3.4613
70 C 1.2315 -3.2526 2.7237
71 F 0.7105 -3.9514 1.7087
72 F 1.9026 -4.1204 3.4884
73 C 2.1188 -2.0996 2.1507
74 O 1.5544 -1.5066 1.1142
75 C 3.4663 -2.7852 1.7398
76 F 3.2319 -3.9242 1.0744
77 F 4.1727 -2.0110 0.9208
78 F 4.2537 -3.0904 2.7753
79 C 2.3800 -1.0638 3.2929
80 F 1.4808 -0.0790 3.1700
81 F 2.2688 -1.5634 4.5271
82 F 3.5867 -0.5008 3.2139
83 C 3.7053 1.1105 0.5752
84 C 3.6270 1.2692 -0.9123
85 C 4.6527 1.9068 -1.5815
86 C 4.6457 2.0388 -2.9592
87 C 3.5977 1.4932 -3.6874
88 C 2.5572 0.8397 -3.0666
89 C 1.4470 0.2266 -3.8634
90 C 2.5125 0.7367 -1.6376
91 N 1.4782 0.1826 -1.0408
92 H 3.8651 2.0736 1.0595
93 H 4.5497 0.4718 0.8368
94 H 2.7823 0.6552 0.9433
95 H 5.4791 2.3048 -1.0094
96 H 5.4525 2.5442 -3.4661
97 H 3.5952 1.5864 -4.7659
98 H 1.6912 0.2031 -4.9243
99 H 0.5334 0.8034 -3.7256
100 H 1.2432 -0.7875 -3.5095

Output
HOMO-LUMO gap: 5.34 eV
Energy relative to the best compared isomer or geometry (same formula, charge and spin): 2.8 kcal/mol
Net charge: 0
LUMO: -1.351 eV
E_HOMO: -6.686 eV

---

A structure of composition C44H37BrCl2N6O7Ta at a distorted geometry, computed with ωB97M-V with the def2-TZVPD basis set.

CARTESIAN COORDINATES (ANGSTROEM)
1 Ta 1.1315 0.3879 0.3464
2 Br 4.8265 1.6122 6.5668
3 C 4.3993 1.1414 4.8294
4 C 4.6691 -0.1280 4.3353
5 C 4.0106 -0.4508 3.1469
6 C 3.2998 0.4780 2.4246
7 O 2.7108 0.1452 1.2695
8 C 3.2606 1.8224 2.7990
9 C 2.6705 2.8432 1.9945
10 N 1.6540 2.5436 1.1028
11 C 0.9518 3.5666 0.6010
12 C 0.8559 4.8384 1.1933
13 C 0.2558 5.9323 0.4610
14 C -0.3542 5.6782 -0.7428
15 C -0.2911 4.3590 -1.4100
16 C -0.8679 4.0444 -2.6550
17 C -0.8933 2.7426 -3.0807
18 C -0.3084 1.7866 -2.2855
19 N 0.2094 2.0049 -1.0973
20 C 0.2776 3.2825 -0.6704
21 C 3.8211 2.1896 4.0540
22 H 5.3066 -0.7735 4.8905
23 H 4.0413 -1.4580 2.7486
24 H 2.9597 3.9096 2.1306
25 H 1.0180 4.9112 2.2410
26 H 0.2470 6.9321 0.8486
27 H -0.9995 6.4135 -1.2056
28 H -1.3815 4.7983 -3.1890
29 H -1.2251 2.3332 -4.0891
30 H -0.2156 0.7599 -2.6109
31 H 3.9742 3.2556 4.3716
32 O 5.1183 -5.4230 -0.4304
33 C 3.7318 -5.6494 -0.8575
34 C 2.9672 -4.4025 -0.6863
35 C 1.8522 -4.2607 0.1780
36 C 1.3194 -2.9879 0.3732
37 N 1.7959 -1.8749 -0.1757
38 C 2.8158 -2.0065 -1.0937
39 C 3.4731 -3.2282 -1.2887
40 C 3.3373 -0.7922 -1.6758
41 C 4.3922 -0.7438 -2.5613
42 C 4.7852 0.4640 -3.1325
43 C 6.1079 0.4438 -3.8590
44 O 6.9113 -0.6179 -3.3426
45 C 3.9476 1.5991 -2.9946
46 C 2.9176 1.5230 -2.1256
47 N 2.5713 0.3886 -1.4594
48 H 5.6674 -6.2909 -0.4080
49 H 3.3648 -6.5282 -0.2539
50 H 3.6547 -5.9391 -1.9171
51 H 1.5097 -5.0919 0.8128
52 H 0.5504 -2.9040 1.1377
53 H 4.2697 -3.2824 -2.0524
54 H 5.0461 -1.5714 -2.5683
55 H 6.5730 1.4320 -3.7228
56 H 5.9011 0.2080 -4.9253
57 H 7.7867 -0.5923 -3.7671
58 H 4.3191 2.5272 -3.3657
59 H 2.2559 2.3959 -1.9360
60 N -2.0502 -1.1019 3.6434
61 C -1.3098 0.2005 3.6644
62 C -0.2955 0.1776 2.5085
63 O -0.3766 1.0942 1.5898
64 O 0.4974 -0.7709 2.3335
65 H -2.9964 -1.0371 4.1039
66 H -1.4704 -1.8529 4.0513
67 H -2.2195 -1.3963 2.6524
68 H -0.8254 0.4341 4.6407
69 H -2.0607 0.9766 3.4590
70 Cl -6.5723 1.1947 0.3152
71 C -6.7869 -0.2456 1.1487
72 C -7.7641 -0.3462 2.1659
73 C -7.9102 -1.5217 2.8656
74 C -7.0009 -2.6253 2.5701
75 C -6.0246 -2.5007 1.6215
76 Cl -4.8299 -3.6795 1.4091
77 C -5.8962 -1.3513 0.8168
78 N -4.8788 -1.2381 -0.1078
79 C -4.8615 -0.7304 -1.3959
80 C -6.0097 -0.3699 -2.1227
81 C -5.8988 0.4462 -3.2155
82 C -4.6395 0.6856 -3.8240
83 C -3.5389 0.0729 -3.2856
84 C -3.5729 -0.7049 -2.0816
85 C -2.3608 -1.5248 -1.6964
86 C -1.5869 -0.9795 -0.4974
87 O -2.1673 -1.0249 0.6033
88 O -0.3461 -0.5299 -0.6618
89 H -8.1673 0.5863 2.5784
90 H -8.7283 -1.6356 3.6301
91 H -7.0735 -3.6880 2.9979
92 H -3.9262 -1.4750 0.2285
93 H -7.0176 -0.6600 -1.7379
94 H -6.8238 0.8362 -3.6594
95 H -4.5252 1.3860 -4.7062
96 H -2.5490 0.2748 -3.7260
97 H -1.7044 -1.4555 -2.5587
98 H -2.6880 -2.6159 -1.5428

Output
HOMO-LUMO gap (alpha / beta): 4.14 / 4.14 eV
Energy relative to the best compared isomer or geometry (same formula, charge and spin): 11.6 kcal/mol
Net charge: +3
LUMO (alpha / beta): -8.960 / -8.961 eV
E_HOMO (alpha / beta): -13.101 / -13.100 eV

---

A structure of composition C44H37BrF4N5PW at a distorted geometry, computed with ωB97M-V with the def2-TZVPD basis set.

CARTESIAN COORDINATES (ANGSTROEM)
1 W -0.1022 0.5898 0.0873
2 C -1.3779 6.8307 -1.8965
3 C -1.4108 5.5376 -1.1279
4 C -1.1010 5.4906 0.2321
5 C -1.0918 4.2969 0.9321
6 C -1.4235 3.1075 0.2919
7 N -1.3350 1.8539 0.9310
8 C -1.5547 1.6920 2.3211
9 C -2.8513 1.5983 2.8198
10 C -3.0754 1.3802 4.1640
11 C -2.0106 1.2154 5.0544
12 C -2.2690 0.9565 6.5115
13 C -0.7199 1.2994 4.5567
14 C -0.4891 1.5598 3.2138
15 N 0.8502 1.7459 2.7672
16 C 1.8735 2.2915 3.4532
17 C 2.9530 2.3858 2.6041
18 C 2.4953 1.8939 1.3866
19 N 1.2205 1.5078 1.4876
20 C -1.7838 3.1568 -1.0553
21 C -1.7505 4.3500 -1.7590
22 N -2.2781 1.9736 -1.6868
23 C -3.3390 1.9093 -2.5209
24 C -3.6216 0.5840 -2.7418
25 C -2.6882 -0.1142 -1.9750
26 N -1.8715 0.7242 -1.3429
27 H -1.2140 7.6780 -1.2343
28 H -2.3149 6.9944 -2.4294
29 H -0.5762 6.8225 -2.6365
30 H -0.8523 6.4085 0.7495
31 H -0.8449 4.2794 1.9868
32 H -3.6787 1.6989 2.1284
33 H -4.0916 1.3157 4.5322
34 H -2.6771 1.8487 6.9891
35 H -1.3580 0.6795 7.0392
36 H -2.9984 0.1571 6.6411
37 H 0.1206 1.1505 5.2241
38 H 1.7523 2.6039 4.4763
39 H 3.9278 2.7782 2.8330
40 H 3.0193 1.7890 0.4497
41 H -1.9997 4.3540 -2.8148
42 H -3.8271 2.8071 -2.8604
43 H -4.4085 0.1750 -3.3513
44 H -2.5719 -1.1802 -1.8726
45 F -1.0191 1.6097 -6.6790
46 C -0.6625 0.9227 -5.6129
47 C -0.8962 -0.4367 -5.5402
48 F -1.4773 -1.0612 -6.5452
49 C -0.5319 -1.1460 -4.4001
50 F -0.7987 -2.4482 -4.3797
51 C 0.0727 -0.5281 -3.3225
52 P 0.5419 -1.2742 -1.7215
53 C -0.1288 -2.9398 -1.5541
54 C -1.2935 -3.1219 -0.8084
55 C -1.8528 -4.3838 -0.6895
56 C -1.2356 -5.4734 -1.2885
57 C -0.0512 -5.3032 -1.9927
58 C 0.5044 -4.0407 -2.1281
59 C 2.3423 -1.4139 -1.9067
60 C 3.1866 -1.1211 -0.8352
61 C 4.5626 -1.2113 -0.9893
62 C 5.1045 -1.5931 -2.2076
63 C 4.2691 -1.8824 -3.2788
64 C 2.8943 -1.7866 -3.1335
65 C 0.2951 0.8423 -3.4304
66 Br 1.0865 1.7948 -1.9694
67 C -0.0606 1.5704 -4.5407
68 F 0.1413 2.8816 -4.5978
69 H -1.7412 -2.2864 -0.2843
70 H -2.7581 -4.5198 -0.1126
71 H -1.6689 -6.4600 -1.1927
72 H 0.4405 -6.1558 -2.4420
73 H 1.4265 -3.9207 -2.6800
74 H 2.7747 -0.8518 0.1281
75 H 5.2122 -0.9869 -0.1528
76 H 6.1776 -1.6640 -2.3248
77 H 4.6885 -2.1793 -4.2308
78 H 2.2559 -1.9952 -3.9844
79 C 1.5400 -2.7820 3.9466
80 C 1.3545 -3.1472 2.4665
81 C 2.7075 -3.5258 1.8325
82 C 0.3734 -4.3214 2.3147
83 C 0.8408 -1.9923 1.7317
84 C 0.4239 -1.0119 1.1283
85 H 2.0335 -3.6040 4.4669
86 H 0.5764 -2.6043 4.4258
87 H 2.1565 -1.8885 4.0537
88 H 3.1003 -4.4053 2.3435
89 H 3.4337 -2.7178 1.9369
90 H 2.5914 -3.7626 0.7734
91 H 0.7601 -5.1822 2.8619
92 H 0.2593 -4.5986 1.2660
93 H -0.6066 -4.0695 2.7214

Output
HOMO-LUMO gap (alpha / beta): 6.45 / 6.46 eV
Energy relative to the best compared isomer or geometry (same formula, charge and spin): 10.6 kcal/mol
Net charge: +2
LUMO (alpha / beta): -6.471 / -6.471 eV
E_HOMO (alpha / beta): -12.923 / -12.926 eV

---

A structure of composition C44H37Cl2GeN5O4Os at a distorted geometry, computed with ωB97M-V with the def2-TZVPD basis set.

CARTESIAN COORDINATES (ANGSTROEM)
1 Os 1.4358 -0.6923 -1.5002
2 C 1.4153 -0.0723 1.7467
3 N 0.7321 -1.1044 0.9800
4 C 1.0784 -2.4993 1.2247
5 C 0.7165 -3.3013 0.0098
6 N 0.8340 -2.8206 -1.2142
7 C 0.4561 -3.8141 -2.0867
8 C 0.4348 -3.8397 -3.4784
9 C 0.0631 -5.0264 -4.0749
10 C -0.3049 -6.1452 -3.3181
11 C -0.3072 -6.1266 -1.9368
12 C 0.0932 -4.9453 -1.3259
13 N 0.2670 -4.5730 -0.0059
14 C 1.6126 1.1309 0.8707
15 N 1.4205 1.1009 -0.4370
16 C 1.7191 2.3508 -0.9255
17 C 1.6828 2.8351 -2.2270
18 C 2.0665 4.1463 -2.4143
19 C 2.4815 4.9456 -1.3441
20 C 2.5216 4.4708 -0.0457
21 C 2.1180 3.1580 0.1553
22 N 2.0205 2.3496 1.2726
23 H 2.3974 -0.4479 2.0561
24 H 0.8508 0.2114 2.6472
25 H -0.2778 -0.9745 1.0516
26 H 0.5778 -2.9113 2.1116
27 H 2.1639 -2.5624 1.3712
28 H 0.7113 -2.9635 -4.0465
29 H 0.0573 -5.0984 -5.1518
30 H -0.5911 -7.0466 -3.8361
31 H -0.5960 -6.9910 -1.3613
32 H 0.1107 -5.1773 0.7851
33 H 1.3663 2.1970 -3.0381
34 H 2.0514 4.5636 -3.4086
35 H 2.7813 5.9620 -1.5461
36 H 2.8545 5.0945 0.7682
37 H 2.2338 2.6300 2.2175
38 Cl 8.7108 -2.2836 -2.1797
39 C 7.0943 -1.8875 -1.7855
40 C 6.7943 -1.4456 -0.4878
41 C 5.4999 -1.1499 -0.1480
42 Cl 5.1333 -0.6004 1.4362
43 C 4.4118 -1.2564 -1.0755
44 O 3.2292 -0.9889 -0.6593
45 C 4.7620 -1.6621 -2.4077
46 C 3.7799 -1.7184 -3.4563
47 O 2.5852 -1.4476 -3.3897
48 C 6.0884 -1.9823 -2.7278
49 H 7.5929 -1.3308 0.2291
50 H 4.1794 -2.0299 -4.4328
51 H 6.3208 -2.2981 -3.7334
52 O -2.0298 1.0030 -2.9424
53 C -1.4742 0.1065 -2.3573
54 O -0.2195 -0.1633 -2.4334
55 C -2.2939 -0.8697 -1.4826
56 C -3.4281 -0.1571 -0.7612
57 Ge -2.8898 0.9031 0.8617
58 C -1.7578 2.5069 0.4686
59 C -1.1000 3.1650 1.5017
60 C -0.5213 4.4024 1.2878
61 C -0.5939 4.9916 0.0370
62 C -1.2245 4.3315 -1.0027
63 C -1.8280 3.1053 -0.7791
64 C -4.4106 1.8278 1.8059
65 C -4.7899 1.4262 3.0769
66 C -5.8042 2.1022 3.7359
67 C -6.4129 3.1917 3.1370
68 C -6.0452 3.5835 1.8611
69 C -5.0232 2.9165 1.2030
70 C -2.1758 -0.3866 2.2178
71 C -1.6303 0.0626 3.4203
72 C -1.2730 -0.8192 4.4252
73 C -1.4541 -2.1803 4.2416
74 C -1.9892 -2.6495 3.0518
75 C -2.3594 -1.7593 2.0547
76 H -1.6117 -1.3895 -0.8050
77 H -2.7080 -1.5965 -2.1863
78 H -4.1667 -0.8887 -0.4262
79 H -3.9317 0.5100 -1.4598
80 H -1.0440 2.7205 2.4844
81 H -0.0429 4.9162 2.1104
82 H -0.1740 5.9728 -0.1206
83 H -1.2864 4.7812 -1.9804
84 H -2.3410 2.6217 -1.5960
85 H -4.3082 0.5869 3.5564
86 H -6.1044 1.7779 4.7206
87 H -7.1557 3.7584 3.6810
88 H -6.5308 4.4216 1.3835
89 H -4.7036 3.2564 0.2265
90 H -1.5247 1.1244 3.5863
91 H -0.8785 -0.4453 5.3594
92 H -1.2036 -2.8635 5.0367
93 H -2.1551 -3.7081 2.9178
94 H -2.8318 -2.1288 1.1546

Output
⟨S²⟩: 6.020
HOMO-LUMO gap (alpha / beta): 6.43 / 4.61 eV
Energy relative to the best compared isomer or geometry (same formula, charge and spin): 29.5 kcal/mol
Net charge: +2
LUMO (alpha / beta): -6.258 / -8.072 eV
E_HOMO (alpha / beta): -12.686 / -12.686 eV
Spin multiplicity: 5